Below is 13 unconnected molecules or ions with the total composition H26O13 at a distorted geometry, with properties calculated with ωB97M-V with the def2-TZVPD basis set.

Calculated values
Highest occupied orbital energy, eV: -10.83
Relative energy (zero: lowest compared OMol25 entry of this formula, charge and spin), kJ/mol: 673.5
Frontier orbital gap, eV: 10.6

Geometry as ORCA input:
```
! RIJCOSX wB97M-V def2-TZVPD def2/J DEFGRID3
* xyz 0 1
O -2.47 1.07 -0.13
H -3.09 0.67 -0.79
H -2.44 0.40 0.54
O 0.46 -0.22 1.21
H 1.03 -1.08 1.06
H 0.81 0.59 0.91
O 2.77 1.09 -0.28
H 3.30 0.23 -0.03
H 2.88 1.90 0.35
O -2.71 -2.37 2.28
H -2.62 -1.36 2.51
H -1.83 -2.87 2.33
O 1.01 2.77 -0.59
H 1.44 2.72 -1.40
H 0.12 2.58 -0.72
O 3.38 -1.40 1.28
H 2.59 -1.09 1.91
H 2.84 -1.72 0.40
O 0.61 0.46 -3.69
H 1.41 0.82 -3.44
H 0.82 -0.21 -4.38
O -0.27 2.50 -2.66
H -0.87 3.26 -2.96
H -0.76 1.73 -2.55
O 1.84 -3.48 0.76
H 2.35 -3.52 -0.02
H 1.17 -3.91 0.89
O -2.04 0.04 3.32
H -1.54 0.37 2.50
H -2.29 1.03 3.53
O 0.81 -2.28 -1.94
H 0.20 -1.79 -2.61
H 1.27 -1.28 -1.75
O -2.37 -1.33 -1.59
H -2.38 -1.64 -0.76
H -1.58 -0.91 -1.72
O -1.13 3.10 2.34
H -0.21 3.01 2.01
H -1.58 2.53 1.77
*
```

Here are the natural (NBO) charges for atoms 1 to 8, given in e:
1. O -0.9693
2. H 0.4969
3. H 0.4669
4. O -1.0030
5. H 0.4917
6. H 0.5034
7. O -1.0243
8. H 0.5016

***

Below is 13 unconnected molecules or ions with the total composition H26O13 at a distorted geometry, with properties calculated with ωB97M-V with the def2-TZVPD basis set.

Calculated values
Highest occupied orbital energy, eV: -10.05
Relative energy (zero: lowest compared OMol25 entry of this formula, charge and spin), kJ/mol: 256.4
Frontier orbital gap, eV: 9.5

Geometry as ORCA input:
```
! RIJCOSX wB97M-V def2-TZVPD def2/J DEFGRID3
* xyz 0 1
O -0.40 0.84 2.81
H -1.31 1.11 2.75
H -0.40 -0.07 2.50
O 2.67 0.41 2.45
H 2.51 0.57 1.58
H 2.93 -0.51 2.45
O -2.85 -2.43 0.32
H -2.89 -1.50 -0.01
H -3.01 -2.97 -0.45
O -2.17 -0.08 -3.06
H -1.67 -0.88 -2.82
H -3.05 -0.42 -3.43
O 3.39 0.45 -0.19
H 3.31 -0.33 -0.73
H 4.31 0.50 0.03
O -1.39 3.24 -0.18
H -0.99 4.12 -0.07
H -0.85 2.79 0.40
O 1.85 -2.24 -2.89
H 1.38 -1.37 -2.65
H 2.84 -2.07 -2.69
O -1.01 2.33 -2.68
H -1.06 2.56 -1.74
H -1.70 1.68 -2.84
O 1.70 -2.24 0.36
H 1.78 -3.11 -0.03
H 2.49 -2.06 0.94
O 1.08 2.86 1.53
H 0.67 2.14 1.98
H 1.45 2.50 0.73
O -0.27 -2.05 2.38
H 0.34 -2.06 1.70
H -0.63 -2.97 2.38
O 0.19 0.08 0.10
H -0.75 0.15 -0.19
H 0.52 -0.85 0.02
O -2.70 0.50 -0.07
H -2.75 0.75 -0.97
H -3.55 0.63 0.29
*
```

Here are the natural (NBO) charges for atoms 1 to 8, given in e:
1. O -0.9583
2. H 0.4623
3. H 0.5053
4. O -0.9144
5. H 0.4765
6. H 0.4329
7. O -0.9583
8. H 0.4865

***

Below is 13 unconnected molecules or ions with the total composition H26O13 at a distorted geometry, with properties calculated with ωB97M-V with the def2-TZVPD basis set.

Calculated values
Highest occupied orbital energy, eV: -9.47
Relative energy (zero: lowest compared OMol25 entry of this formula, charge and spin), kJ/mol: 537.2
Frontier orbital gap, eV: 8.6

Geometry as ORCA input:
```
! RIJCOSX wB97M-V def2-TZVPD def2/J DEFGRID3
* xyz 0 1
O -10.66 28.84 13.97
H -11.12 28.12 14.47
H -11.16 29.54 14.29
O -10.94 30.04 19.36
H -10.58 29.23 19.05
H -11.34 30.27 18.47
O -14.95 31.40 14.63
H -15.27 31.73 15.49
H -14.99 31.89 13.89
O -14.82 32.53 17.24
H -15.72 32.79 16.87
H -15.16 32.08 17.92
O -11.87 31.43 14.76
H -12.77 31.54 14.54
H -11.44 31.80 13.90
O -10.00 31.76 16.83
H -9.46 30.99 16.80
H -10.72 31.77 16.33
O -13.43 34.45 17.61
H -13.86 35.07 17.07
H -14.14 33.62 17.64
O -13.16 30.15 17.16
H -12.68 29.72 16.52
H -13.41 31.04 16.85
O -12.34 27.47 14.73
H -12.20 27.02 15.52
H -13.27 27.61 14.80
O -14.78 28.76 14.81
H -15.37 28.41 14.16
H -14.84 29.82 14.81
O -15.30 28.38 18.40
H -14.31 28.50 18.14
H -15.70 28.57 17.59
O -15.29 30.83 19.28
H -14.65 30.70 19.92
H -15.34 29.96 18.88
O -11.65 33.05 18.36
H -11.02 32.69 17.94
H -12.23 33.51 17.68
*
```

Here are the natural (NBO) charges for atoms 1 to 8, given in e:
1. O -0.9862
2. H 0.4675
3. H 0.4492
4. O -0.9271
5. H 0.4424
6. H 0.4793
7. O -0.9638
8. H 0.5095

***

Below is a molecular structure, H26O13 at a distorted geometry, with properties calculated with ωB97M-V with the def2-TZVPD basis set.

Calculated values
Highest occupied orbital energy, eV: -7.92
Relative energy (zero: lowest compared OMol25 entry of this formula, charge and spin), kJ/mol: 1395.3
Frontier orbital gap, eV: 7.0

Geometry as ORCA input:
```
! RIJCOSX wB97M-V def2-TZVPD def2/J DEFGRID3
* xyz 0 1
O 0.80 2.06 0.55
H 0.89 2.76 -0.10
H 1.50 1.44 0.33
O -2.45 -0.78 0.00
H -3.03 -1.40 -0.45
H -2.79 0.08 -0.23
O -1.37 1.59 1.19
H -0.45 1.46 0.98
H -1.55 0.94 1.87
O -0.73 2.54 -1.29
H -0.26 1.80 -0.90
H -1.14 2.99 -0.55
O 0.92 0.56 2.61
H 1.72 0.77 3.10
H 1.16 0.70 1.69
O 1.07 0.48 -1.65
H 1.09 1.44 -1.63
H 0.87 0.26 -2.55
O -1.11 -0.19 -1.63
H -0.38 -0.36 -2.23
H -1.88 -0.22 -2.19
O 1.06 -1.58 1.66
H 1.34 -1.07 0.90
H 0.13 -1.38 1.75
O -0.81 -2.79 -1.20
H -1.10 -2.08 -0.62
H -1.43 -2.77 -1.93
O 2.42 0.76 0.63
H 3.13 0.59 1.25
H 2.71 0.36 -0.19
O -0.10 -0.10 0.22
H 0.62 -0.03 -0.41
H -0.87 -0.27 -0.32
O 1.87 -1.33 -0.86
H 1.58 -0.60 -1.41
H 2.22 -1.97 -1.48
O -2.01 -1.92 1.81
H -1.62 -1.25 2.37
H -2.04 -1.51 0.94
*
```

Here are the natural (NBO) charges for atoms 1 to 8, given in e:
1. O -0.9484
2. H 0.4680
3. H 0.4442
4. O -0.9018
5. H 0.4906
6. H 0.5261
7. O -1.0293
8. H 0.4988

***

| no. | E_LUMO (hartree) |
| --- | --- |
| 1 | -0.010 |
| 2 | -0.019 |
| 3 | -0.033 |
| 4 | -0.032 |